(1)
A 2-piece molecular cluster, C6H8 overall. Source: OMol25; level of theory: ωB97M-V with the def2-TZVPD basis set.

Maximum force: 0.3 eV Å⁻¹
Spin multiplicity: 1
Energy relative to the best compared isomer or geometry (same formula, charge and spin): 483.4 kJ/mol
SMILES string: C1=CC1.C=C=C
Orbital gap: 9.52 eV

Element x y z (Å)
C1 -0.701 -0.206 0.902
C2 -0.272 -1.390 0.409
C3 0.683 -0.632 1.274
H1 -1.563 0.146 1.451
H2 -0.653 -2.398 0.330
H3 0.889 -0.961 2.296
H4 1.528 -0.128 0.792
C4 0.333 -0.225 -1.986
C5 -0.111 0.861 -1.486
C6 -0.664 1.462 -0.410
H5 0.759 -0.531 -2.929
H6 0.200 -1.035 -1.099
H7 -0.048 2.104 0.217
H8 -1.725 1.711 -0.443

(2)
C6H8 as an isolated structure at a distorted geometry. Source: OMol25; level of theory: ωB97M-V with the def2-TZVPD basis set.

Maximum force: 1.1 eV Å⁻¹
Spin multiplicity: 1
Energy relative to the best compared isomer or geometry (same formula, charge and spin): 453.4 kJ/mol
Orbital gap (spin up / spin down): 7.66 / 7.13 eV

Element x y z (Å)
C1 -1.402 1.209 0.268
C2 -0.754 -0.155 0.459
C3 -0.011 -0.699 -0.753
C4 0.617 -0.203 1.061
C5 1.428 -0.299 -0.061
C6 2.672 -0.201 -0.553
H1 -0.691 1.901 -0.197
H2 -1.715 1.635 1.226
H3 -2.281 1.124 -0.383
H4 -1.448 -0.865 0.919
H5 -0.102 -0.153 -1.687
H6 -0.100 -1.783 -0.884
H7 0.858 -0.688 2.001
H8 2.930 -0.824 -1.416

What is the maximum force in the second record?
1.1 eV Å⁻¹